--- one ---
187
Properties=species:S:1:pos:R:3 method="wB97M-V/def2-TZVPD" multiplicity=1 smiles=COC[C@H](C)N.COC[C@H](C)N.COC[C@H](C)N.COC[C@H](C)N.COC[C@H](C)N.COC[C@H](C)N.COC[C@H](C)N.COC[C@H](C)N.COC[C@H](C)N.COC[C@H](C)N.COC[C@H](C)N gap_ev=8.806 e_lumo_ev=0.29 homo_energy_ev=-8.51
C -3.990 -6.648 1.171
C -5.256 -5.932 1.603
C -5.060 -4.402 1.832
O -6.312 -3.774 1.920
C -6.650 -3.548 3.273
N -6.243 -6.141 0.545
H -4.116 -7.719 1.012
H -3.098 -6.307 1.696
H -3.789 -6.148 0.223
H -5.669 -6.359 2.517
H -4.613 -3.949 0.947
H -4.407 -4.281 2.696
H -6.617 -4.412 3.937
H -7.600 -3.039 3.435
H -5.942 -2.800 3.631
H -6.943 -5.445 0.758
H -5.839 -5.813 -0.321
C -2.129 -8.380 -2.643
C -2.123 -6.821 -2.533
C -0.947 -6.517 -1.668
O -0.783 -5.034 -1.637
C -1.394 -4.379 -0.496
N -2.064 -6.220 -3.856
H -1.211 -8.792 -3.063
H -2.985 -8.779 -3.186
H -2.304 -8.852 -1.676
H -2.970 -6.428 -1.969
H -0.049 -6.926 -2.130
H -0.935 -6.961 -0.672
H -0.832 -3.620 0.049
H -1.616 -5.054 0.331
H -2.394 -4.011 -0.725
H -2.978 -5.937 -4.181
H -1.645 -5.329 -3.633
C -5.680 -2.371 -2.730
C -5.549 -2.401 -1.212
C -5.787 -0.927 -0.636
O -4.683 -0.060 -1.002
C -4.915 1.443 -0.741
N -6.633 -3.325 -0.850
H -4.812 -1.801 -3.060
H -6.605 -2.037 -3.201
H -5.617 -3.361 -3.181
H -4.531 -2.747 -1.031
H -5.866 -0.984 0.450
H -6.716 -0.520 -1.035
H -4.080 1.953 -1.224
H -4.911 1.693 0.320
H -5.860 1.774 -1.170
H -6.570 -3.414 0.154
H -7.578 -2.976 -0.929
C 5.014 -1.050 -1.357
C 5.363 -0.214 -0.126
C 5.128 -0.833 1.308
O 5.587 0.138 2.251
C 6.083 -0.408 3.468
N 6.829 0.120 -0.352
H 5.767 -1.838 -1.386
H 4.901 -0.411 -2.233
H 4.054 -1.530 -1.167
H 4.791 0.713 -0.176
H 5.629 -1.794 1.427
H 4.092 -1.106 1.511
H 5.619 -1.345 3.775
H 5.863 0.220 4.331
H 7.162 -0.508 3.345
H 7.279 -0.708 0.012
H 7.001 0.747 0.421
C 0.469 0.295 0.659
C 0.741 0.364 -0.878
C -0.439 1.021 -1.695
O -1.524 0.244 -1.353
C -1.761 -0.992 -2.086
N 2.015 1.004 -1.125
H 1.226 -0.408 1.007
H -0.470 -0.167 0.964
H 0.684 1.276 1.083
H 0.804 -0.692 -1.139
H -0.363 1.020 -2.783
H -0.634 2.034 -1.342
H -2.551 -1.521 -1.553
H -0.936 -1.704 -2.050
H -2.079 -0.869 -3.122
H 2.789 0.691 -0.557
H 1.866 1.985 -0.937
C 7.645 3.560 -6.794
C 6.435 4.323 -6.207
C 5.226 3.330 -6.004
O 4.306 3.433 -7.036
C 3.122 2.691 -6.849
N 6.787 4.943 -4.975
H 8.019 2.749 -6.169
H 8.437 4.305 -6.878
H 7.488 3.169 -7.799
H 6.091 5.151 -6.828
H 4.715 3.388 -5.043
H 5.531 2.285 -5.954
H 2.484 3.134 -6.085
H 3.207 1.651 -6.532
H 2.559 2.555 -7.772
H 7.610 5.527 -4.953
H 6.006 5.416 -4.542
C -1.964 -2.125 3.154
C -3.037 -1.211 2.471
C -2.871 0.319 2.727
O -3.345 0.557 4.042
C -2.993 1.938 4.412
N -2.853 -1.386 1.067
H -2.155 -1.935 4.211
H -0.933 -1.883 2.895
H -2.167 -3.141 2.815
H -4.064 -1.518 2.668
H -3.504 0.760 1.957
H -1.828 0.604 2.586
H -3.141 2.166 5.468
H -3.568 2.618 3.784
H -1.998 2.298 4.153
H -3.464 -0.833 0.482
H -1.936 -1.130 0.728
C 2.114 -3.866 4.342
C 2.360 -3.066 3.052
C 1.812 -3.909 1.780
O 2.612 -5.110 1.449
C 1.956 -6.050 0.615
N 1.655 -1.824 3.104
H 1.643 -4.806 4.053
H 1.496 -3.357 5.081
H 3.119 -4.078 4.707
H 3.398 -2.795 2.860
H 1.653 -3.212 0.958
H 0.779 -4.194 1.979
H 0.983 -6.400 0.961
H 2.676 -6.868 0.614
H 1.992 -5.734 -0.428
H 2.235 -1.034 3.348
H 0.911 -1.829 3.787
C 1.663 2.761 6.828
C 0.548 2.324 5.851
C 0.841 0.994 5.075
O 2.121 0.602 4.599
C 2.755 1.514 3.732
N -0.635 2.255 6.781
H 1.885 2.073 7.644
H 1.417 3.718 7.288
H 2.589 2.814 6.254
H 0.346 3.131 5.147
H 0.321 1.136 4.127
H 0.541 0.169 5.721
H 3.818 1.274 3.713
H 2.558 2.528 4.081
H 2.479 1.486 2.678
H -0.810 3.145 7.225
H -0.402 1.569 7.485
C -1.928 5.325 -4.380
C -2.463 6.098 -3.125
C -1.765 7.541 -3.004
O -0.410 7.207 -2.601
C 0.369 8.233 -1.947
N -3.910 6.151 -3.109
H -2.292 5.633 -5.360
H -1.926 4.252 -4.189
H -0.924 5.722 -4.530
H -2.217 5.571 -2.204
H -2.234 8.174 -2.252
H -1.934 8.079 -3.937
H 1.381 8.019 -2.289
H 0.263 8.155 -0.865
H 0.201 9.256 -2.282
H -4.102 6.776 -2.340
H -4.299 6.617 -3.916
C 4.126 4.132 -0.826
C 3.269 4.983 0.158
C 2.099 4.211 0.758
O 1.165 3.761 -0.204
C 0.511 4.830 -0.907
N 4.122 5.593 1.181
H 3.749 3.826 -1.802
H 4.682 3.330 -0.341
H 5.040 4.636 -1.137
H 2.891 5.865 -0.360
H 1.587 4.789 1.527
H 2.551 3.351 1.253
H -0.524 4.576 -1.136
H 0.990 5.160 -1.829
H 0.285 5.644 -0.219
H 4.774 6.191 0.693
H 3.498 6.284 1.575

--- two ---
187
Properties=species:S:1:pos:R:3 method="wB97M-V/def2-TZVPD" multiplicity=1 smiles=COC[C@H](C)N.COC[C@H](C)N.COC[C@H](C)N.COC[C@H](C)N.COC[C@H](C)N.COC[C@H](C)N.COC[C@H](C)N.COC[C@H](C)N.COC[C@H](C)N.COC[C@H](C)N.COC[C@H](C)N gap_ev=8.846 e_lumo_ev=0.51 homo_energy_ev=-8.34
C -15.345 10.210 15.987
C -13.889 10.606 15.950
C -12.975 9.398 16.323
O -11.542 9.701 16.386
C -10.877 8.475 16.628
N -13.525 11.062 14.645
H -15.912 11.098 15.707
H -15.711 9.889 16.962
H -15.530 9.474 15.205
H -13.708 11.398 16.676
H -13.198 8.598 15.618
H -13.282 8.940 17.263
H -11.226 8.012 17.551
H -9.824 8.754 16.674
H -10.993 7.774 15.802
H -12.517 11.122 14.652
H -13.768 10.310 14.015
C -14.127 11.914 20.817
C -14.354 13.367 20.536
C -12.891 14.235 20.533
O -13.130 15.579 20.962
C -12.911 16.019 22.328
N -15.083 13.515 19.334
H -13.880 11.656 21.846
H -13.397 11.385 20.205
H -14.979 11.289 20.548
H -14.934 13.831 21.334
H -12.251 14.246 19.651
H -12.284 13.718 21.275
H -13.707 15.540 22.899
H -13.064 17.095 22.246
H -11.988 15.740 22.836
H -15.939 12.989 19.235
H -15.343 14.490 19.298
C -1.949 11.523 11.747
C -3.055 11.101 12.697
C -4.109 12.186 13.051
O -5.359 11.757 13.458
C -6.255 12.801 13.824
N -3.696 10.015 12.011
H -2.354 11.994 10.851
H -1.413 10.699 11.276
H -1.172 12.174 12.147
H -2.629 10.702 13.618
H -4.409 12.678 12.126
H -3.706 13.001 13.652
H -7.201 12.318 14.070
H -6.511 13.492 13.021
H -5.875 13.480 14.587
H -3.143 9.170 11.993
H -4.471 9.821 12.629
C -16.028 15.867 14.618
C -16.008 15.978 16.196
C -17.071 15.035 16.805
O -17.290 15.439 18.191
C -18.027 16.623 18.345
N -14.700 15.589 16.690
H -15.902 14.834 14.295
H -15.118 16.366 14.285
H -16.940 16.279 14.186
H -16.211 16.984 16.562
H -16.939 13.953 16.847
H -18.004 15.044 16.243
H -18.618 16.405 19.234
H -18.671 16.762 17.476
H -17.436 17.485 18.653
H -14.391 15.023 15.913
H -14.965 14.967 17.440
C -9.583 16.230 21.157
C -9.199 17.495 22.051
C -8.055 17.143 23.054
O -8.127 18.150 24.045
C -6.950 18.258 24.786
N -8.657 18.606 21.273
H -8.790 15.907 20.482
H -10.383 16.641 20.542
H -9.897 15.385 21.770
H -10.104 17.879 22.522
H -7.075 17.019 22.594
H -8.215 16.273 23.691
H -6.618 17.361 25.309
H -7.035 19.057 25.523
H -6.179 18.524 24.062
H -9.475 19.042 20.871
H -8.165 19.206 21.920
C -14.248 16.112 8.851
C -12.877 15.488 9.353
C -12.886 13.976 9.341
O -11.971 13.331 10.264
C -12.483 13.209 11.614
N -11.775 16.017 8.529
H -14.273 17.133 8.470
H -15.006 16.226 9.626
H -14.804 15.524 8.121
H -12.844 15.916 10.355
H -12.645 13.551 8.367
H -13.866 13.500 9.350
H -11.817 12.706 12.315
H -13.315 12.515 11.735
H -12.894 14.172 11.920
H -10.894 15.528 8.592
H -11.615 16.913 8.968
C -10.372 12.092 14.979
C -11.022 12.945 16.067
C -10.066 14.143 16.565
O -8.760 13.646 16.799
C -7.876 14.706 16.996
N -12.303 13.510 15.706
H -10.223 12.600 14.026
H -11.001 11.219 14.804
H -9.397 11.702 15.272
H -11.177 12.329 16.953
H -10.519 14.552 17.468
H -10.093 14.835 15.724
H -7.738 15.117 15.996
H -6.978 14.469 17.567
H -8.344 15.406 17.688
H -12.911 12.728 15.506
H -12.734 14.132 16.376
C -11.707 17.008 16.659
C -12.309 18.369 17.086
C -11.956 19.522 16.015
O -10.570 19.599 16.013
C -10.007 20.565 15.077
N -13.774 18.282 17.052
H -10.708 16.998 16.225
H -12.202 16.441 15.870
H -11.738 16.338 17.519
H -11.954 18.554 18.100
H -12.226 20.478 16.465
H -12.306 19.374 14.994
H -10.260 21.588 15.356
H -10.516 20.286 14.154
H -8.922 20.465 15.032
H -14.166 18.427 17.972
H -14.147 17.377 16.803
C -6.784 12.259 23.444
C -8.096 12.330 22.668
C -8.081 11.855 21.222
O -9.379 12.097 20.598
C -9.561 11.764 19.207
N -9.118 11.474 23.326
H -6.275 11.298 23.375
H -6.902 12.670 24.447
H -6.104 13.040 23.104
H -8.487 13.345 22.737
H -7.723 10.850 20.995
H -7.339 12.559 20.845
H -10.448 12.231 18.781
H -9.757 10.704 19.047
H -8.690 11.992 18.592
H -9.903 11.666 22.720
H -8.935 10.507 23.096
C -7.243 14.991 10.206
C -8.730 14.622 10.552
C -9.527 15.892 10.956
O -9.033 16.627 12.097
C -9.598 16.286 13.337
N -9.253 14.132 9.275
H -7.183 15.779 9.456
H -6.742 14.062 9.934
H -6.619 15.278 11.052
H -8.718 13.769 11.230
H -10.588 15.706 11.120
H -9.485 16.605 10.132
H -9.295 15.266 13.574
H -10.685 16.246 13.280
H -9.100 16.774 14.176
H -8.717 13.414 8.808
H -10.094 13.587 9.404
C -13.916 6.865 11.203
C -13.714 8.227 11.725
C -12.259 8.734 11.469
O -11.458 8.125 12.507
C -10.197 8.771 12.740
N -14.583 9.236 11.243
H -14.979 6.692 11.371
H -13.243 6.074 11.532
H -13.850 6.810 10.117
H -13.857 8.223 12.805
H -12.147 9.814 11.568
H -11.767 8.548 10.515
H -10.278 9.845 12.908
H -9.690 8.580 11.795
H -9.632 8.320 13.556
H -15.483 8.811 11.066
H -14.332 9.470 10.293

--- three ---
187
Properties=species:S:1:pos:R:3 method="wB97M-V/def2-TZVPD" multiplicity=1 smiles=COC[C@H](C)N.COC[C@H](C)N.COC[C@H](C)N.COC[C@H](C)N.COC[C@H](C)N.COC[C@H](C)N.COC[C@H](C)N.COC[C@H](C)N.COC[C@H](C)N.COC[C@H](C)N.COC[C@H](C)N gap_ev=9.236 e_lumo_ev=0.46 homo_energy_ev=-8.78
C 1.864 1.791 -7.306
C 2.299 3.151 -7.837
C 3.507 3.671 -7.079
O 3.383 3.536 -5.682
C 2.657 4.580 -5.065
N 2.564 3.203 -9.279
H 1.550 1.903 -6.264
H 2.685 1.071 -7.326
H 1.002 1.391 -7.844
H 1.492 3.869 -7.642
H 3.682 4.734 -7.293
H 4.423 3.154 -7.385
H 1.582 4.483 -5.253
H 2.975 5.561 -5.436
H 2.879 4.514 -4.002
H 1.811 2.720 -9.754
H 3.417 2.690 -9.480
C -0.354 3.262 3.632
C -1.152 4.425 4.212
C -0.664 4.680 5.625
O -0.797 3.535 6.418
C -0.590 3.823 7.788
N -1.063 5.662 3.377
H 0.680 3.213 3.976
H -0.329 3.215 2.541
H -0.885 2.363 3.943
H -2.199 4.116 4.268
H -1.159 5.555 6.077
H 0.400 4.980 5.541
H -0.602 2.878 8.327
H -1.429 4.417 8.170
H 0.343 4.377 7.915
H -0.086 5.925 3.527
H -1.581 6.352 3.922
C 4.444 -0.230 -1.477
C 5.051 0.392 -2.723
C 4.965 -0.523 -3.919
O 5.440 0.160 -5.061
C 5.694 -0.703 -6.136
N 4.362 1.663 -2.939
H 5.028 -1.099 -1.164
H 3.430 -0.561 -1.704
H 4.384 0.508 -0.681
H 6.114 0.616 -2.583
H 3.959 -0.938 -4.109
H 5.560 -1.444 -3.772
H 4.883 -1.426 -6.280
H 6.671 -1.192 -6.042
H 5.742 -0.114 -7.056
H 3.367 1.525 -2.806
H 4.505 2.041 -3.870
C -3.096 -4.975 0.229
C -2.111 -5.626 1.190
C -2.158 -4.985 2.554
O -1.619 -3.684 2.463
C -1.689 -3.028 3.708
N -2.443 -7.067 1.287
H -2.782 -3.941 0.056
H -4.104 -4.950 0.643
H -3.087 -5.471 -0.742
H -1.106 -5.554 0.752
H -1.655 -5.573 3.331
H -3.232 -4.900 2.793
H -2.676 -2.559 3.810
H -0.977 -2.208 3.776
H -1.553 -3.649 4.600
H -1.864 -7.523 1.984
H -2.229 -7.505 0.400
C -1.513 0.627 -4.699
C -2.357 1.875 -4.563
C -2.317 2.696 -5.836
O -3.024 3.896 -5.620
C -3.351 4.568 -6.812
N -3.710 1.510 -4.121
H -1.355 0.034 -3.803
H -0.661 0.766 -5.367
H -2.108 -0.074 -5.319
H -1.983 2.498 -3.740
H -2.824 2.116 -6.621
H -1.271 2.909 -6.098
H -3.584 3.902 -7.652
H -2.460 5.093 -7.201
H -4.146 5.269 -6.587
H -4.071 0.782 -4.739
H -4.343 2.282 -4.323
C 0.695 -0.026 5.057
C 0.460 -1.113 6.074
C 1.451 -1.030 7.225
O 0.976 -1.738 8.330
C 1.826 -1.665 9.451
N -0.957 -1.173 6.488
H 0.002 -0.173 4.231
H 1.719 0.019 4.684
H 0.497 0.960 5.493
H 0.621 -2.062 5.546
H 1.640 0.024 7.504
H 2.432 -1.401 6.885
H 1.941 -0.620 9.759
H 2.819 -2.061 9.201
H 1.408 -2.286 10.236
H -1.235 -0.271 6.878
H -0.907 -1.754 7.323
C -0.298 -4.343 -5.502
C -0.179 -5.168 -4.232
C 0.425 -4.407 -3.061
O 0.251 -5.050 -1.818
C 0.739 -6.364 -1.704
N -1.552 -5.630 -3.880
H 0.688 -4.016 -5.850
H -0.812 -3.391 -5.334
H -0.813 -4.940 -6.249
H 0.421 -6.054 -4.448
H 0.022 -3.396 -2.967
H 1.502 -4.219 -3.224
H 1.834 -6.376 -1.780
H 0.377 -7.054 -2.476
H 0.391 -6.735 -0.742
H -1.570 -5.776 -2.876
H -2.192 -4.868 -4.076
C 1.078 -1.846 -0.363
C 1.216 -0.490 0.327
C 0.558 0.631 -0.429
O 1.309 0.926 -1.582
C 0.930 2.159 -2.140
N 0.700 -0.604 1.711
H 1.463 -2.655 0.262
H 1.572 -1.893 -1.334
H 0.005 -2.060 -0.456
H 2.288 -0.296 0.423
H 0.472 1.483 0.261
H -0.463 0.325 -0.713
H 1.495 2.371 -3.049
H 1.112 2.961 -1.417
H -0.119 2.183 -2.465
H 1.350 -1.216 2.197
H -0.145 -1.175 1.648
C -1.792 9.956 -0.347
C -0.650 8.963 -0.523
C -1.149 7.575 -0.113
O -0.202 6.596 -0.462
C -0.648 5.292 -0.187
N -0.162 8.969 -1.905
H -2.217 9.801 0.650
H -2.618 9.791 -1.043
H -1.425 10.978 -0.414
H 0.115 9.264 0.201
H -2.094 7.396 -0.649
H -1.295 7.568 0.976
H -0.063 4.582 -0.763
H -1.723 5.157 -0.361
H -0.541 5.064 0.882
H -0.954 9.163 -2.506
H 0.206 8.054 -2.135
C -6.327 -2.242 1.213
C -5.407 -1.485 2.151
C -4.114 -1.053 1.496
O -3.282 -0.440 2.438
C -2.637 0.739 1.999
N -6.129 -0.293 2.701
H -5.780 -3.015 0.670
H -6.789 -1.514 0.544
H -7.145 -2.702 1.765
H -5.210 -2.044 3.073
H -4.420 -0.338 0.712
H -3.615 -1.887 0.991
H -2.204 0.537 1.010
H -1.769 0.950 2.619
H -3.319 1.594 2.005
H -6.097 -0.295 3.711
H -5.659 0.555 2.409
C 2.051 -7.541 4.373
C 2.459 -6.510 5.440
C 2.075 -5.103 5.023
O 2.856 -4.675 3.919
C 2.189 -4.662 2.663
N 1.888 -6.795 6.764
H 1.953 -8.530 4.820
H 2.756 -7.519 3.545
H 1.044 -7.298 4.013
H 3.551 -6.524 5.491
H 2.328 -4.427 5.842
H 1.003 -5.080 4.788
H 1.288 -4.034 2.680
H 1.975 -5.683 2.349
H 2.859 -4.122 1.993
H 2.064 -7.768 6.977
H 0.888 -6.629 6.747

Need the numbers? Relative energies in hartree: one 0.2004; two 0.2143; three 0.0000.